1.
Computed, not measured: the molecule C21H19F7N2O4, with ωB97M-V/def2-TZVPD.

As for the LUMO energy: 0.14 eV. The relative energy (zero: lowest compared OMol25 entry of this formula, charge and spin) comes out at 3.0 kcal per mole. The structure (SMILES) is O=C(N/N=C/c1ccc(OCCCF)cc1)c1cc(OCC(F)(F)F)ccc1OCC(F)(F)F. The calculation puts the orbital gap at 8.524 eV. The energy comes out at -1921.16405 Ha.

Geometry as ORCA input:
```
! wB97M-V def2-TZVPD RIJCOSX def2/J DEFGRID3
* xyz 0 1
O 0.716 4.362 -2.419
C 0.738 3.336 -1.767
N -0.438 2.761 -1.373
N -0.504 1.659 -0.613
C -1.633 1.150 -0.317
C -1.712 -0.054 0.476
C -0.556 -0.669 0.973
C -0.642 -1.826 1.707
C -1.886 -2.411 1.978
C -3.040 -1.801 1.492
C -2.947 -0.638 0.753
H -3.851 -0.177 0.382
H -4.018 -2.214 1.683
O -1.841 -3.543 2.725
C -3.034 -4.228 3.037
C -3.542 -5.080 1.868
C -4.898 -5.692 2.187
F -5.837 -4.698 2.335
H -5.249 -6.335 1.374
H -4.881 -6.248 3.129
H -2.830 -5.879 1.658
H -3.631 -4.459 0.975
H -3.813 -3.529 3.364
H -2.773 -4.873 3.881
H 0.240 -2.307 2.098
H 0.399 -0.208 0.778
H -2.576 1.591 -0.662
H -1.296 3.218 -1.696
C 1.977 2.602 -1.386
C 2.004 1.236 -1.691
C 3.131 0.472 -1.467
C 4.283 1.086 -0.970
C 4.268 2.424 -0.669
C 3.118 3.202 -0.850
O 3.268 4.492 -0.435
C 2.165 5.331 -0.236
C 2.631 6.459 0.681
F 3.070 6.007 1.861
F 1.618 7.300 0.946
F 3.612 7.188 0.151
H 1.339 4.812 0.269
H 1.799 5.770 -1.174
H 5.142 2.914 -0.272
H 5.168 0.489 -0.821
O 3.235 -0.884 -1.686
C 2.092 -1.643 -1.936
C 1.785 -1.793 -3.433
F 0.749 -2.633 -3.604
F 1.445 -0.647 -4.032
F 2.814 -2.299 -4.114
H 1.196 -1.251 -1.437
H 2.301 -2.653 -1.565
H 1.121 0.809 -2.133
*
```

2.
Computed, not measured: a structure of composition C34H44FN9O6STi, with ωB97M-V/def2-TZVPD.

As for the LUMO energy: -4.52 eV. The relative energy (zero: lowest compared OMol25 entry of this formula, charge and spin) comes out at 12.0 kcal per mole. The calculation puts the orbital gap at 7.255 eV. The energy comes out at -3613.51161 Ha.

Geometry as ORCA input:
```
! wB97M-V def2-TZVPD RIJCOSX def2/J DEFGRID3
* xyz 2 1
Ti 0.886 0.871 -2.567
S 0.486 -3.012 -4.830
C 1.534 -3.357 -3.528
C 1.786 -2.258 -2.766
C 1.126 -1.078 -3.224
C 0.376 -1.357 -4.340
C -0.433 -0.376 -5.049
C -1.193 -0.676 -6.180
C -1.907 0.323 -6.805
C -1.850 1.610 -6.284
C -1.080 1.824 -5.162
N -0.388 0.869 -4.542
H 1.919 -4.359 -3.404
H 2.434 -2.296 -1.900
H -1.205 -1.690 -6.557
H -2.493 0.115 -7.690
H -2.381 2.432 -6.743
H -1.004 2.826 -4.757
C 3.208 -3.418 3.909
C 2.619 -3.720 2.536
N 1.899 -2.566 1.978
C 2.560 -1.741 1.138
C 2.047 -0.591 0.632
C 2.865 0.187 -0.355
O 4.072 0.169 -0.288
O 2.187 0.781 -1.329
C 0.767 -0.117 1.108
O 0.376 1.047 0.992
C -0.013 -1.106 1.852
C -1.362 -0.856 2.108
C -2.086 -1.739 2.853
F -3.406 -1.517 3.024
C -1.504 -2.878 3.432
C -0.169 -3.130 3.150
C 0.581 -2.285 2.323
N -2.209 -3.748 4.296
C -3.409 -3.316 4.995
C -3.506 -4.055 6.322
N -3.524 -5.537 6.060
C -2.292 -5.957 5.310
C -2.235 -5.171 4.010
H 3.762 -4.282 4.278
H 2.427 -3.171 4.630
H 3.895 -2.573 3.847
H 1.946 -4.573 2.576
H 3.412 -3.976 1.838
H 3.557 -2.053 0.850
H -1.837 0.019 1.671
H 0.295 -3.990 3.614
H -4.320 -3.493 4.406
H -3.358 -2.255 5.213
H -4.410 -3.777 6.860
H -2.637 -3.843 6.940
H -4.345 -5.758 5.494
H -3.609 -6.053 6.934
H -2.331 -7.029 5.128
H -1.434 -5.726 5.936
H -3.111 -5.433 3.396
H -1.351 -5.468 3.455
N 0.012 2.913 -2.151
C -1.151 2.743 -1.259
C -2.249 3.784 -1.435
C -1.827 5.221 -1.093
C -1.582 5.525 0.392
N -0.541 4.688 1.011
C 0.700 4.595 0.528
N 1.203 5.575 -0.218
N 1.450 3.523 0.786
C -1.681 1.293 -1.356
O -2.690 0.985 -0.760
O -0.893 0.505 -2.026
H 0.790 3.412 -1.715
H -0.248 3.411 -2.992
H -0.789 2.760 -0.242
H -3.099 3.469 -0.828
H -2.585 3.768 -2.477
H -2.621 5.895 -1.420
H -0.935 5.487 -1.667
H -2.495 5.357 0.959
H -1.320 6.578 0.519
H -0.866 3.905 1.554
H 0.727 6.452 -0.320
H 2.096 5.436 -0.668
H 0.999 2.645 1.015
H 2.291 3.424 0.227
N 4.698 2.922 -2.215
C 3.459 3.403 -2.342
O 2.858 3.954 -1.399
C 2.833 3.250 -3.703
C 2.214 1.835 -3.963
H 5.039 2.679 -1.299
H 5.101 2.414 -2.984
H 3.604 3.450 -4.451
H 2.068 4.017 -3.813
H 3.035 1.115 -4.044
H 1.767 1.898 -4.953
*
```

Among the records above, which one has the lowest orbital gap?
C34H44FN9O6STi

Which formula does entry 2 have?
C34H44FN9O6STi